[1]
A molecular structure, C9H24KO11 in a non-equilibrium geometry. Source: OMol25; level of theory: the ωB97M-V functional and the def2-TZVPD basis.

DFT total energy = -1784.7049 Eh
ΔE to the lowest compared entry with this formula, charge and spin = 152.91 kcal per mole
HOMO = -1.01 eV

ORCA input file:
```
! RIJCOSX wB97M-V def2-TZVPD def2/J DEFGRID3
* xyz -1 1
K -0.19 1.43 1.91
O 3.24 3.65 0.07
O -5.72 -1.99 2.09
O 3.00 -3.76 -0.89
O -4.55 2.66 1.93
O -3.60 -1.66 3.96
O -5.44 3.71 0.16
O 2.30 -2.53 1.54
O 3.01 0.22 -2.66
O 0.12 1.43 -2.74
O -4.24 2.01 -0.10
O 2.07 5.32 -2.36
C -4.88 -3.07 2.45
C 2.72 -4.62 0.20
C 0.55 0.14 -3.26
C 3.56 4.92 -0.49
C -4.72 2.82 0.68
C -4.45 -2.77 3.83
C 1.75 -3.78 1.15
C 2.02 0.26 -3.69
C 2.35 5.72 -1.08
H 0.34 -0.70 -2.59
H 2.29 -5.60 0.00
H -3.96 -3.12 1.87
H 2.01 1.24 -4.16
H 4.14 5.48 0.24
H -0.78 1.26 -2.44
H 1.51 4.54 -2.25
H 2.17 -0.51 -4.44
H 1.49 5.77 -0.41
H -3.95 -3.67 4.19
H 3.52 -4.27 -1.53
H -0.10 -0.12 -4.10
H -5.19 -1.22 1.86
H 0.79 -3.69 0.64
H 2.85 -0.64 -2.26
H 3.50 2.95 -0.54
H -5.25 -2.52 4.53
H -4.10 -0.95 3.55
H 1.55 -4.39 2.03
H -5.32 -4.06 2.55
H 4.40 4.86 -1.18
H 2.59 6.77 -1.22
H 3.03 -2.65 2.15
H 3.61 -4.88 0.77
*
```

[2]
A molecular structure, C23H22Cl2MnN5O10S2. Source: OMol25; level of theory: the ωB97M-V functional and the def2-TZVPD basis.

DFT total energy = -4783.7404 Eh
⟨S²⟩ = 0.864
HOMO (spin up / spin down) = -5.77 / -5.72 eV

ORCA input file:
```
! RIJCOSX wB97M-V def2-TZVPD def2/J DEFGRID3
* xyz -1 2
Mn -0.31 0.02 -0.14
Cl -1.38 -2.59 3.85
Cl -3.29 -0.39 3.57
S -2.57 2.24 -1.06
S 2.92 -0.63 0.10
O -1.01 -0.61 1.53
O 2.98 0.52 -0.76
O -3.78 2.60 -0.39
O -1.07 -1.31 -1.21
O 3.66 -1.80 -0.30
O 0.57 1.72 0.33
O 0.45 0.98 -1.68
O 0.14 0.59 3.06
O -1.50 3.19 -1.13
O -3.05 -2.25 -1.71
N 1.94 -2.55 1.96
N 0.22 -3.09 0.44
N -2.00 0.83 -0.40
N 1.33 -1.04 0.27
N 5.17 1.14 5.31
C 0.87 1.88 -0.89
C -4.66 1.35 -4.37
C 1.80 -3.73 2.53
C -0.70 -0.20 2.71
C 5.17 -0.38 3.42
C 3.57 1.42 3.50
C -2.99 -0.22 -0.39
C -3.00 1.74 -2.70
C -2.00 1.29 -3.56
C -1.58 -0.83 3.81
C 1.16 -2.28 0.91
C 3.56 -0.12 1.66
C -3.69 0.89 -5.25
C 4.62 -0.81 2.22
C -4.05 0.42 -6.63
C -4.33 1.77 -3.10
C -2.36 0.86 -4.83
C 4.65 0.74 4.07
C -2.37 -1.39 -1.20
C 1.64 3.06 -1.37
C 0.08 -4.26 1.04
C 0.87 -4.66 2.10
C 3.03 1.00 2.30
H -3.78 1.17 -7.38
H -5.08 2.11 -2.40
H 3.14 2.27 4.01
H 2.18 1.52 1.87
H 5.00 2.11 5.52
H -3.10 -0.60 0.63
H -0.97 1.26 -3.23
H 6.14 0.91 5.44
H -5.70 1.36 -4.68
H 0.75 -5.63 2.58
H -5.12 0.23 -6.72
H 2.32 3.39 -0.59
H 2.20 2.78 -2.26
H -1.59 0.49 -5.50
H 2.45 -3.94 3.38
H -3.52 -0.50 -6.89
H 0.93 3.85 -1.60
H 5.00 -1.68 1.72
H -1.28 -0.44 4.77
H 6.00 -0.92 3.86
H -3.96 0.07 -0.79
H -0.70 -4.91 0.64
*
```

[3]
C16H14BCl3N2O in the gas phase in a non-equilibrium geometry. Source: OMol25; level of theory: the ωB97M-V functional and the def2-TZVPD basis.

DFT total energy = -2208.4013 Eh
HOMO = -8.78 eV

ORCA input file:
```
! RIJCOSX wB97M-V def2-TZVPD def2/J DEFGRID3
* xyz 0 1
Cl -0.53 -2.42 1.78
Cl -1.97 -0.30 3.41
Cl 0.98 -1.08 4.03
O 0.03 0.30 1.72
N -0.87 -0.87 -2.35
N 0.32 -0.20 -0.61
C 1.03 2.73 0.91
C 0.82 -1.42 -1.05
C 2.98 4.03 0.20
C -0.67 0.16 -1.46
C 3.12 1.60 0.39
C -2.09 -2.24 -3.94
C 1.73 1.55 0.66
C -3.77 -0.05 -4.47
C -3.17 -2.38 -4.82
C 0.95 0.23 0.68
C 3.72 2.83 0.11
C 0.08 -1.86 -2.07
C -1.90 -1.00 -3.30
C -2.73 0.09 -3.56
C 1.65 3.97 0.62
C -4.01 -1.29 -5.10
B -0.28 -0.74 2.67
H 1.55 -1.98 -0.51
H 4.77 2.88 -0.19
H -3.35 -3.34 -5.30
H 3.39 4.97 -0.19
H 3.72 0.68 0.39
H 0.03 2.66 1.33
H -1.27 1.07 -1.47
H -4.38 0.83 -4.68
H 0.15 -2.81 -2.55
H -2.53 1.05 -3.06
H 1.04 4.87 0.72
H -4.85 -1.38 -5.80
H 1.75 -0.54 0.83
H -1.42 -3.09 -3.77
*
```

[4]
A molecular structure, C16H18BFN6Sr in a non-equilibrium geometry. Source: OMol25; level of theory: the ωB97M-V functional and the def2-TZVPD basis.

DFT total energy = -1103.8322 Eh
HOMO (spin up / spin down) = -14.57 / -14.56 eV

ORCA input file:
```
! RIJCOSX wB97M-V def2-TZVPD def2/J DEFGRID3
* xyz 2 1
Sr -1.40 1.36 -0.86
F -5.53 -0.78 4.07
N 1.32 1.47 -1.34
N 2.30 0.62 -1.86
N 0.92 -1.48 -2.08
N -0.25 -0.90 -1.60
N 2.66 -1.31 -0.18
N 1.82 -0.83 0.77
C 3.63 -2.06 0.40
C -2.62 1.00 2.71
C -3.71 0.67 3.57
C 2.90 2.69 -2.40
C -4.09 -1.35 2.25
C 1.74 2.73 -1.60
C 0.62 -2.50 -2.92
C 3.38 -2.08 1.77
C -2.98 -1.00 1.42
C 2.23 -1.29 1.95
C 3.21 1.34 -2.55
C -2.35 0.20 1.63
C -1.21 3.47 0.61
C -1.26 -1.67 -2.05
C -4.43 -0.49 3.29
C -0.76 -2.66 -2.91
B 2.33 -0.94 -1.68
H 4.01 0.85 -3.10
H 3.94 -2.58 2.54
H -3.99 1.31 4.40
H 1.39 -3.02 -3.47
H -2.67 -1.70 0.64
H 4.42 -2.52 -0.20
H 1.24 3.59 -1.19
H 1.70 -1.05 2.87
H 3.45 3.52 -2.81
H -1.33 -3.40 -3.45
H -0.98 4.54 0.71
H -2.03 1.89 2.94
H -2.28 -1.50 -1.74
H -1.92 3.25 1.42
H -4.67 -2.25 2.08
H -1.68 3.38 -0.43
H 3.19 -1.43 -2.37
H -0.26 2.91 0.74
*
```

[5]
C4H6N2S in the gas phase in a non-equilibrium geometry. Source: OMol25; level of theory: the ωB97M-V functional and the def2-TZVPD basis.

DFT total energy = -663.5905 Eh
ΔE to the lowest compared entry with this formula, charge and spin = 86.63 kcal per mole
HOMO = -9.04 eV
Structure (SMILES) = [H]/N=C(\N)C(=S)C=C

ORCA input file:
```
! RIJCOSX wB97M-V def2-TZVPD def2/J DEFGRID3
* xyz 0 1
S 1.23 -1.18 -0.48
N 1.49 1.81 -0.11
N -0.97 1.89 0.10
C -1.46 -0.61 0.35
C -0.12 -0.24 -0.09
C 0.12 1.24 -0.02
C -1.92 -1.85 0.54
H 1.74 2.59 0.82
H 2.18 1.00 0.27
H -2.84 -2.11 1.26
H -2.25 0.09 0.61
H -1.24 -2.73 0.12
H -0.58 2.89 -0.05
*
```

[6]
A gas-phase ion, C5H9NP (charge -1) in a non-equilibrium geometry. Source: OMol25; level of theory: the ωB97M-V functional and the def2-TZVPD basis.

DFT total energy = -591.8845 Eh
ΔE to the lowest compared entry with this formula, charge and spin = 0.00 kcal per mole
HOMO = -2.93 eV

ORCA input file:
```
! RIJCOSX wB97M-V def2-TZVPD def2/J DEFGRID3
* xyz -1 1
P 0.02 -1.19 1.85
N 0.12 -1.05 -0.96
C 0.09 -0.40 -2.16
C 0.02 1.04 -2.22
C -0.07 1.93 -1.06
C -0.06 1.20 0.22
C 0.04 -0.26 0.13
H -1.24 -0.46 2.13
H 0.03 1.52 -3.23
H -0.15 3.03 -1.13
H 0.14 -1.01 -3.09
H -0.68 -2.27 1.17
H 0.75 -0.09 2.49
H 1.28 -1.85 1.56
H -0.15 -1.90 3.12
H -0.14 1.75 1.18
*
```